No. 1
The following is a quantum chemistry calculation of a cluster of 2 separate species, C2H8N4 in total, from the OMol25 dataset.

Results
charge: +2
ΔE to the lowest compared entry with this formula, charge and spin: 485.3 kJ/mol
electronic energy: -299.19968 Eh
highest occupied orbital energy (spin up / spin down): -19.1 / -18.3 eV
maximum force: 0.095 Eh/bohr

Geometry (Å):
1 C 1.487 -0.122 -0.782
2 C -1.517 -0.110 1.012
3 N -2.435 -0.702 0.318
4 N -1.084 0.470 2.011
5 N 2.620 0.100 -1.462
6 N 0.343 0.540 -0.840
7 H 1.350 -1.072 -0.152
8 H -3.391 -0.813 0.687
9 H -2.251 -1.255 -0.521
10 H -1.505 0.697 2.931
11 H -0.082 0.876 2.199
12 H 3.514 -0.431 -1.413
13 H 2.534 0.546 -2.400
14 H 0.417 1.275 -1.588

Cartesian forces (eV/Å) of the 6 atoms listed first:
C -0.79 -2.00 1.58
C -0.43 -0.85 -3.32
N 0.59 0.51 1.20
N 3.01 2.29 3.11
N -0.51 0.03 -1.40
N 1.51 -0.79 -2.03

=====

No. 2
The following is a quantum chemistry calculation of a structure of composition C20H11F3N5S8SbTc, from the OMol25 dataset.

Results
charge: +1
ΔE to the lowest compared entry with this formula, charge and spin: 0.0 kJ/mol
electronic energy: -4848.55644 Eh
highest occupied orbital energy: -11.2 eV
maximum force: 0.027 Eh/bohr

Geometry (Å):
1 Tc -0.030 0.551 1.607
2 F 3.432 -4.507 3.423
3 C 3.213 -3.293 2.909
4 F 3.653 -3.298 1.645
5 F 3.960 -2.418 3.594
6 C 1.754 -2.927 2.982
7 C 0.855 -3.703 3.684
8 C -0.482 -3.323 3.748
9 C -0.871 -2.159 3.130
10 N 0.010 -1.391 2.464
11 C 1.294 -1.766 2.363
12 S 2.165 -0.605 1.414
13 H 1.196 -4.603 4.177
14 H -1.210 -3.916 4.282
15 H -1.893 -1.813 3.169
16 S 1.405 2.395 0.820
17 C 1.731 2.768 2.517
18 S 1.141 1.461 3.565
19 C 2.293 3.930 2.875
20 C 2.581 4.935 1.882
21 N 2.781 5.744 1.090
22 C 2.634 4.224 4.242
23 N 2.932 4.450 5.329
24 S 0.047 2.399 5.033
25 Sb -2.150 2.638 3.981
26 S -2.214 0.736 2.619
27 S -0.703 2.783 0.727
28 S -1.209 4.126 2.117
29 S -2.605 -1.546 -4.184
30 C -1.832 -1.031 -2.692
31 C -0.638 -0.315 -2.624
32 C -0.142 0.050 -1.393
33 N -0.751 -0.235 -0.227
34 C -1.873 -0.969 -0.298
35 C -2.434 -1.381 -1.486
36 C -1.880 -0.429 -5.364
37 C -2.395 0.851 -5.507
38 C -1.780 1.700 -6.419
39 N -0.727 1.346 -7.158
40 C -0.262 0.105 -7.022
41 C -0.803 -0.824 -6.141
42 H -0.090 -0.045 -3.517
43 H 0.805 0.574 -1.331
44 H -2.351 -1.207 0.644
45 H -3.349 -1.961 -1.472
46 H -3.249 1.177 -4.926
47 H -2.151 2.708 -6.563
48 H 0.588 -0.161 -7.642
49 H -0.395 -1.824 -6.065

Cartesian forces (eV/Å) of the 6 atoms listed first:
Tc 0.40 1.30 0.30
F 0.03 -0.04 0.02
C -0.08 -0.02 0.01
F 0.03 -0.01 -0.08
F 0.07 0.06 0.04
C 0.05 -0.06 0.03

=====

No. 3
The following is a quantum chemistry calculation of a cluster of 3 separate species, C35H72F3N11O5P3Si in total, from the OMol25 dataset.

Results
charge: +1
electronic energy: -3968.15465 Eh
highest occupied orbital energy: -9.1 eV
maximum force: 0.150 Eh/bohr

Geometry (Å):
1 C 8.322 1.648 -2.705
2 C 7.130 2.033 -1.818
3 C 5.930 1.072 -1.895
4 N 5.772 0.408 -3.246
5 C 5.536 -0.975 -3.027
6 N 4.326 -1.452 -2.529
7 C 4.169 -1.489 -1.097
8 C 3.292 -0.614 -0.491
9 C 3.122 -0.580 0.882
10 C 3.896 -1.478 1.611
11 C 4.737 -2.325 0.905
12 N 4.908 -2.349 -0.410
13 C 3.512 -2.344 -3.321
14 F 3.682 -3.644 -2.973
15 F 3.918 -2.171 -4.615
16 C 2.029 -2.056 -3.256
17 C 1.228 -3.022 -4.187
18 Si 0.466 -2.200 -5.714
19 C -0.007 -3.608 -6.876
20 C 1.660 -1.092 -6.654
21 C -1.089 -1.219 -5.324
22 C -1.519 -1.076 -4.003
23 C -2.661 -0.317 -3.749
24 C -3.349 0.269 -4.797
25 C -2.932 0.114 -6.113
26 C -1.799 -0.644 -6.382
27 N 6.540 -1.760 -3.272
28 O 7.714 -1.245 -3.740
29 C 6.563 -3.211 -3.068
30 C 6.461 -3.985 -4.382
31 C 7.642 -3.758 -5.320
32 F 7.223 -2.902 -6.356
33 P 4.554 1.211 -4.148
34 N 4.992 2.689 -4.280
35 O 4.549 0.545 -5.593
36 O 3.116 1.109 -3.432
37 H 9.099 2.398 -2.581
38 H 8.719 0.691 -2.372
39 H 7.983 1.620 -3.737
40 H 7.503 2.015 -0.791
41 H 6.819 3.053 -2.028
42 H 5.044 1.646 -1.631
43 H 6.066 0.318 -1.119
44 H 2.741 0.080 -1.114
45 H 2.436 0.101 1.361
46 H 3.830 -1.507 2.687
47 H 5.315 -3.041 1.478
48 H 1.650 -2.214 -2.248
49 H 1.811 -1.041 -3.580
50 H 0.454 -3.544 -3.623
51 H 1.867 -3.816 -4.579
52 H -0.812 -4.224 -6.470
53 H 0.835 -4.279 -7.060
54 H -0.352 -3.213 -7.833
55 H 2.355 -1.636 -7.290
56 H 1.061 -0.416 -7.266
57 H 2.206 -0.461 -5.952
58 H -0.973 -1.551 -3.198
59 H -2.987 -0.176 -2.724
60 H -4.228 0.868 -4.599
61 H -3.457 0.567 -6.943
62 H -1.440 -0.808 -7.391
63 H 7.557 -0.922 -4.643
64 H 7.555 -3.433 -2.671
65 H 5.868 -3.550 -2.312
66 H 6.402 -5.047 -4.146
67 H 5.555 -3.749 -4.934
68 H 7.949 -4.680 -5.804
69 H 8.480 -3.252 -4.848
70 H 4.306 3.325 -3.895
71 H 5.101 -0.248 -5.637
72 H 2.598 1.875 -3.714
73 O -4.428 0.297 -0.247
74 P -4.675 -0.618 0.932
75 N -6.318 -0.992 0.514
76 C -7.422 -1.225 1.419
77 C -6.499 -1.702 -0.749
78 N -4.526 0.571 2.199
79 C -5.692 1.169 2.834
80 C -3.614 1.670 1.872
81 N -4.527 -1.903 2.044
82 C -4.460 -3.247 1.474
83 C -4.729 -1.887 3.478
84 H -7.419 -2.229 1.873
85 H -8.361 -1.123 0.873
86 H -7.477 -0.488 2.214
87 H -6.173 -2.750 -0.692
88 H -5.931 -1.218 -1.545
89 H -7.544 -1.696 -1.058
90 H -6.356 1.651 2.105
91 H -5.380 1.927 3.557
92 H -6.260 0.455 3.430
93 H -4.092 2.412 1.224
94 H -2.717 1.308 1.373
95 H -3.295 2.182 2.785
96 H -5.450 -3.713 1.411
97 H -3.817 -3.897 2.070
98 H -4.032 -3.221 0.470
99 H -5.790 -1.838 3.737
100 H -4.200 -1.067 3.957
101 H -4.330 -2.802 3.924
102 O -4.766 4.041 5.548
103 P -3.489 3.680 6.280
104 N -4.312 2.580 7.365
105 C -4.053 2.360 8.770
106 C -4.868 1.390 6.741
107 N -3.217 5.257 6.986
108 C -3.633 5.564 8.345
109 C -3.657 6.362 6.131
110 N -1.950 3.132 6.791
111 C -1.558 1.801 6.334
112 C -1.090 3.667 7.825
113 H -3.173 1.724 8.967
114 H -4.914 1.863 9.220
115 H -3.939 3.284 9.327
116 H -4.082 0.678 6.446
117 H -5.436 1.649 5.846
118 H -5.558 0.869 7.408
119 H -4.705 5.385 8.504
120 H -3.428 6.614 8.562
121 H -3.060 5.014 9.091
122 H -4.740 6.521 6.182
123 H -3.390 6.187 5.090
124 H -3.163 7.285 6.443
125 H -1.827 1.024 7.060
126 H -0.481 1.745 6.161
127 H -2.039 1.560 5.384
128 H -1.461 3.427 8.825
129 H -0.962 4.742 7.732
130 H -0.088 3.239 7.741

Cartesian forces (eV/Å) of the 6 atoms listed first:
C -0.60 0.26 0.49
C 0.53 -0.17 -0.13
C 0.97 1.00 0.52
N -1.98 -1.46 0.56
C 0.89 0.55 0.02
N 0.36 -0.44 -0.31

=====

No. 4
The following is a quantum chemistry calculation of a cluster of 2 separate species, C2H7N2O in total, from the OMol25 dataset.

Results
ΔE to the lowest compared entry with this formula, charge and spin: 132.1 kJ/mol
expectation value of S²: 0.7534
electronic energy: -265.05474 Eh
highest occupied orbital energy (spin up / spin down): -5.4 / -9.0 eV
spin multiplicity: 2
maximum force: 0.058 Eh/bohr

Geometry (Å):
1 C -2.515 0.495 0.747
2 N -1.811 -0.636 1.002
3 H -3.434 0.736 1.293
4 H -2.081 1.010 -0.128
5 H -0.814 -0.555 0.707
6 H -2.317 -1.512 1.146
7 C 1.633 -0.256 -0.469
8 N 2.205 0.612 -1.300
9 O 0.559 -0.210 0.114
10 H 2.228 -1.149 -0.292
11 H 3.191 0.813 -1.350
12 H 1.757 0.975 -2.138

Cartesian forces (eV/Å) of the 6 atoms listed first:
C -0.12 0.67 -0.83
N 0.33 -0.80 0.59
H 0.42 -0.04 -0.61
H -0.83 0.57 0.79
H -1.85 -1.19 0.49
H 0.77 0.45 0.06

=====

No. 5
The following is a quantum chemistry calculation of a structure of composition C3H7EuO2, from the OMol25 dataset.

Results
charge: +1
ΔE to the lowest compared entry with this formula, charge and spin: 180.4 kJ/mol
expectation value of S²: 15.7609
electronic energy: -978.98027 Eh
highest occupied orbital energy (spin up / spin down): -11.4 / -11.5 eV
spin multiplicity: 8
maximum force: 0.047 Eh/bohr

Geometry (Å):
1 O 1.432 -0.263 -0.444
2 C 0.987 -1.286 0.061
3 C -0.484 -1.501 0.169
4 O -1.131 -0.307 -0.203
5 C -2.560 -0.359 -0.145
6 Eu 0.231 1.596 -0.798
7 H 1.645 -2.146 0.264
8 H -0.725 -1.788 1.208
9 H -0.773 -2.341 -0.487
10 H -2.879 -0.575 0.883
11 H -2.931 0.624 -0.451
12 H -2.926 -1.132 -0.832
13 H 0.626 2.875 0.645

Cartesian forces (eV/Å) of the 6 atoms listed first:
O 0.77 -1.84 0.99
C 0.31 -0.21 -1.35
C -0.23 -0.14 0.63
O -0.02 -0.19 0.08
C -0.35 -0.26 0.15
Eu -0.66 1.82 -1.47

=====

No. 6
The following is a quantum chemistry calculation of a cluster of 2 separate species, C4H8O2 in total, from the OMol25 dataset.

Results
ΔE to the lowest compared entry with this formula, charge and spin: 272.1 kJ/mol
electronic energy: -307.60880 Eh
highest occupied orbital energy: -9.8 eV
maximum force: 0.029 Eh/bohr

Geometry (Å):
1 C 1.512 -0.755 -1.457
2 C 0.889 0.383 -1.281
3 C -0.412 0.433 -0.635
4 O -0.697 -0.718 0.122
5 C -1.171 0.245 2.254
6 O -0.399 1.167 2.299
7 H 2.479 -0.832 -1.888
8 H 0.186 -1.002 0.476
9 H 1.131 -1.750 -1.324
10 H 1.275 1.328 -1.628
11 H -0.446 1.357 -0.066
12 H -1.176 0.503 -1.394
13 H -2.190 0.422 1.920
14 H -0.983 -0.779 2.601

Cartesian forces (eV/Å) of the 6 atoms listed first:
C 1.02 -0.86 -0.72
C 0.24 -0.08 -0.40
C -0.85 0.49 -0.08
O 1.07 -0.49 0.53
C -0.31 0.55 0.25
O 0.38 -0.28 0.26